Computed, not measured: a molecular structure, C28H28BCuN8O2, with the ωB97M-V functional and the def2-TZVPD basis.

- Total charge: -1
- Total energy: -90824.54931 eV
- E_LUMO (spin up / spin down): 2.35 / 2.37 eV
- Multiplicity: 2
- <S²>: 0.7525
- Kohn-Sham gap (spin up / spin down): 0.239 / 0.239 hartree

Geometry (Å):
Cu1 1.2262 -0.3803 1.1511
O1 -3.7057 -0.5651 -4.2265
O2 -0.0469 0.7799 2.2271
N1 0.2500 -3.0094 2.4152
N2 2.1695 -1.8410 3.6324
N3 2.6527 -0.8747 -0.0774
N4 0.5508 1.0166 -0.3238
N5 2.2885 -0.7020 2.9260
N6 -0.0356 -2.0513 1.5224
N7 -3.3947 4.4131 -1.7092
N8 -2.7928 4.6527 -0.6422
C1 -1.5002 2.6575 2.1658
C2 -3.8004 0.7088 -2.1545
C3 -3.6929 1.9486 -1.5377
C4 0.4615 2.1402 -2.4048
C5 -3.3569 2.9873 -3.6650
C6 -0.4834 3.0068 -1.9294
C7 2.7885 -1.9902 -0.8614
C8 -3.4460 1.7585 -4.2893
C9 -3.8757 -1.7499 -3.4722
C10 3.9641 1.1867 0.4913
C11 -0.8136 -3.8066 2.5846
C12 4.6454 -0.7434 -1.1067
C13 4.0026 -1.9423 -1.5161
C14 -1.8419 -3.3502 1.7766
C15 0.9481 1.1197 -1.5690
C16 -1.9476 3.7156 0.0056
C17 2.6654 -1.6616 4.8643
C18 1.7313 -3.0452 -0.9636
C19 -0.9697 2.8767 -0.6078
C20 -0.3656 1.8803 0.1736
C21 -2.1120 3.6286 1.3771
C22 -1.2935 -2.2349 1.1365
C23 -3.4372 3.0930 -2.2799
C24 -0.6328 1.7184 1.5931
C25 2.8427 0.2007 3.7267
C26 3.7891 -0.1229 -0.2218
C27 3.1161 -0.3586 4.9776
C28 -3.6541 0.6082 -3.5342
B1 1.6839 -3.1906 3.0129
H1 1.9466 -3.6913 -1.8164
H2 -3.7852 2.0144 -0.4613
H3 3.0477 1.4745 1.0114
H4 1.6834 0.3940 -1.9007
H5 -3.8943 -2.5668 -4.1882
H6 4.7632 1.1444 1.2365
H7 3.0121 1.2060 3.3758
H8 -4.8163 -1.7375 -2.9149
H9 4.2035 1.9941 -0.2059
H10 0.7382 -2.6129 -1.1085
H11 4.3742 -2.6818 -2.2115
H12 -0.8473 3.8092 -2.5565
H13 -3.2045 3.8891 -4.2463
H14 0.8427 2.2319 -3.4128
H15 3.5646 0.1149 5.8340
H16 2.6663 -2.4752 5.5701
H17 -3.9797 -0.1641 -1.5439
H18 -1.6813 2.6045 3.2311
H19 2.4479 -3.5396 2.1408
H20 -2.8345 -3.7554 1.6787
H21 -0.7667 -4.6359 3.2704
H22 -1.7450 -1.5541 0.4299
H23 1.5992 -3.9927 3.9176
H24 -3.3553 1.6648 -5.3640
H25 5.6137 -0.3767 -1.4178
H26 -3.0471 -1.9005 -2.7754
H27 -2.8029 4.3335 1.8273
H28 1.6797 -3.6684 -0.0670

Atomic forces in eV per Å
Cu 0.0824 0.4867 -0.0254
O -0.0532 -0.0095 0.0172
O 0.0844 -0.0080 0.0441
N 0.0961 -0.0464 0.0099
N 0.0429 -0.0923 -0.0486
N 0.1777 -0.3731 0.1283
N -0.0360 -0.1082 0.1164
N -0.0841 -0.0329 0.0683
N -0.1467 -0.0848 -0.1153
N 0.0467 -0.1292 0.1462
N 0.0564 0.1195 -0.2745
C 0.0254 -0.0632 -0.0054
C 0.0003 0.0625 0.0270
C -0.0019 -0.0473 0.0497
C -0.0222 -0.0078 -0.0065
C 0.0274 0.0665 -0.0171
C -0.0543 -0.0048 -0.0177
C -0.0497 0.1243 -0.0205
C 0.0129 0.0071 -0.0180
C 0.0245 0.0020 0.0011
C 0.0168 -0.0552 -0.0127
C -0.0333 0.0470 0.0029
C -0.0106 -0.0597 -0.0508
C 0.0517 0.0797 -0.0480
C 0.0206 0.0237 -0.0003
C -0.0102 -0.0416 -0.0034
C 0.0036 -0.1406 0.2713
C -0.0265 0.0377 -0.0254
C 0.0214 0.0177 0.0284
C -0.0228 0.1268 -0.1535
C 0.0385 -0.0402 0.0902
C -0.0467 0.0550 -0.0966
C -0.0246 -0.0440 0.0367
C 0.0164 0.0092 -0.0184
C -0.0226 -0.0270 -0.0679
C 0.0351 -0.0162 0.0474
C -0.1250 0.0612 0.0124
C -0.0199 0.0135 -0.0258
C 0.0385 -0.0194 0.0119
B -0.0016 0.0292 -0.0148
H 0.0047 -0.0148 0.0051
H -0.0128 -0.0292 -0.0144
H 0.0022 0.0053 -0.0182
H 0.0104 0.0310 0.0032
H 0.0069 0.0005 -0.0136
H -0.0233 -0.0068 0.0143
H -0.0229 -0.0150 0.0023
H -0.0093 -0.0017 -0.0104
H 0.0167 -0.0063 0.0004
H 0.0025 0.0029 -0.0199
H -0.0073 0.0050 0.0127
H -0.0449 0.0031 -0.0223
H -0.0062 -0.0122 0.0006
H 0.0017 -0.0091 0.0060
H -0.0031 -0.0098 -0.0137
H -0.0052 0.0027 -0.0206
H -0.0064 0.0034 -0.0017
H -0.0213 0.0230 -0.0048
H -0.0518 0.0649 0.0429
H 0.0107 0.0047 0.0035
H 0.0145 0.0109 -0.0085
H 0.0136 -0.0011 0.0105
H 0.0134 0.0123 -0.0396
H 0.0001 0.0080 0.0139
H -0.0194 -0.0038 -0.0026
H 0.0053 0.0060 0.0044
H 0.0039 -0.0206 0.0282
H -0.0004 0.0290 -0.0003

Need the natural (NBO) charges? In units of e they are:
1. Cu 1.45
2. O -0.49
3. O -0.76
4. N -0.28
5. N -0.28
6. N -0.66
7. N -0.49
8. N -0.37
9. N -0.39
10. N -0.17
11. N -0.11
12. C -0.35
13. C -0.26
14. C -0.21
15. C -0.25
16. C -0.20
17. C -0.16
18. C 0.10
19. C -0.25
20. C -0.25
21. C -0.63
22. C -0.03
23. C -0.35
24. C -0.34
25. C -0.38
26. C 0.06
27. C -0.06
28. C -0.02
29. C -0.63
30. C -0.01
31. C 0.06
32. C -0.15
33. C -0.05
34. C 0.03
35. C 0.41
36. C -0.03
37. C 0.10
38. C -0.38
39. C 0.28
40. B 0.19
41. H 0.20
42. H 0.23
43. H 0.20
44. H 0.24
45. H 0.20
46. H 0.21
47. H 0.21
48. H 0.17
49. H 0.20
50. H 0.20
51. H 0.19
52. H 0.22
53. H 0.22
54. H 0.22
55. H 0.22
56. H 0.21
57. H 0.22
58. H 0.22
59. H -0.04
60. H 0.21
61. H 0.21
62. H 0.20
63. H -0.06
64. H 0.22
65. H 0.19
66. H 0.19
67. H 0.22
68. H 0.22


Computed, not measured: a gas-phase ion, C5H8N3O (charge +1), with the ωB97M-V functional and the def2-TZVPD basis.

- Total charge: +1
- Total energy: -11824.46661 eV
- E_LUMO: -5.09 eV
- SMILES: N[C@H](O)C1=[N+]=CNC=C1
- Kohn-Sham gap: 0.320 hartree

Geometry (Å):
O1 0.9041 1.9700 -1.2566
N1 -1.0718 -0.4445 0.5116
N2 -1.2539 2.4492 -0.4261
N3 -0.0100 -2.4156 0.6203
C1 0.0440 0.1067 -0.0650
C2 1.1947 -1.9262 0.1668
C3 1.2939 -0.6142 -0.2521
C4 -0.0140 1.6292 -0.3149
C5 -1.0951 -1.7070 0.8066
H1 0.9159 2.8944 -1.2077
H2 -1.7412 2.1448 -1.2027
H3 2.1477 -2.5911 -0.0519
H4 0.4043 1.9272 0.6113
H5 -1.8521 2.3092 0.3847
H6 -2.0873 -2.1388 1.2231
H7 0.0860 -3.3285 1.1267
H8 2.1347 -0.2648 -0.6743

Atomic forces in eV per Å
O 0.4209 -2.0466 -1.3608
N 0.8070 1.5502 -1.3247
N 2.1916 -1.1469 1.7163
N 2.9455 -3.1626 1.3721
C -0.2915 0.0685 0.0110
C 1.6786 0.0101 -1.5143
C -5.4935 -1.8107 2.1268
C -1.3361 -0.1153 1.0239
C -2.0623 0.7837 0.6599
H 0.3926 2.4006 -0.3690
H -1.4313 -0.5587 -2.0949
H -2.5408 0.8296 1.0856
H 0.2855 0.4440 1.8176
H 0.1694 0.0756 -0.0376
H 2.1360 0.3871 -0.6675
H -0.5348 0.7691 -1.0740
H 2.6630 1.5224 -1.3705

Need the natural (NBO) charges? In units of e they are:
1. O -0.69
2. N -0.43
3. N -0.80
4. N -0.48
5. C 0.34
6. C 0.09
7. C -0.24
8. C 0.19
9. C 0.33
10. H 0.50
11. H 0.37
12. H 0.28
13. H 0.18
14. H 0.38
15. H 0.26
16. H 0.46
17. H 0.27


Computed, not measured: a gas-phase ion, C5H8N (charge +1), with the ωB97M-V functional and the def2-TZVPD basis.

- Total charge: +1
- Total energy: -6793.16266 eV
- E_LUMO: -3.13 eV
- SMILES: C[N@@H+]1CC12C=C2
- Kohn-Sham gap: 0.437 hartree

Geometry (Å):
N1 -0.6268 -0.1862 -0.3133
C1 1.8429 -1.2956 0.4044
C2 -0.7839 -0.1645 1.1229
C3 -0.8678 0.9518 -1.1295
C4 1.9163 0.0050 0.4684
C5 0.4743 -0.5310 0.5349
H1 2.0570 -2.3357 0.0362
H2 -1.9092 1.0664 -1.2883
H3 -1.5014 -0.8764 1.6948
H4 2.6554 0.7983 0.4234
H5 -0.5115 0.8525 -2.0976
H6 -0.7476 1.9082 -0.7256
H7 -1.0485 -1.0296 -0.7934
H8 -0.9491 0.8369 1.6627

Atomic forces in eV per Å
N -1.9583 -2.2538 -2.3756
C -2.9437 -0.4525 -1.1475
C -2.1036 0.0256 4.7695
C -1.5147 0.8845 -0.3201
C -0.7705 -1.3398 0.0815
C 5.5976 0.7060 0.7793
H 0.3442 1.4242 0.9638
H -1.5213 -0.6979 -0.0908
H 1.2859 0.7152 -1.7145
H -0.5195 0.1634 0.1086
H 1.4209 -0.2091 -1.5940
H 1.5876 1.1871 1.1342
H 0.4585 1.0467 0.9049
H 0.6371 -1.1996 -1.4994

Need the natural (NBO) charges? In units of e they are:
1. N -0.36
2. C -0.10
3. C -0.24
4. C -0.44
5. C -0.13
6. C 0.03
7. H 0.29
8. H 0.24
9. H 0.26
10. H 0.27
11. H 0.24
12. H 0.25
13. H 0.44
14. H 0.26


Max |F| readings, ordered: 0.010; 0.120; 0.111 Eh/bohr